Molecular formula: C5H6N6
Method: DFT, ωB97M-V/def2-TZVPD

Computed properties:
HOMO: -10.233 eV
energy relative to the best compared isomer or geometry (same formula, charge and spin): 649.5 kJ/mol
spin multiplicity: 1

Last column: Löwdin charge in e.
Cartesian coordinates (Å):
C: -1.690 1.747 2.356  -0.0744
C: -1.342 0.474 1.889  -0.1379
C: 0.456 -2.717 -0.659  -0.1648
C: 0.900 -0.677 -1.308  -0.4191
C: 1.327 0.520 -1.984  0.0004
N: -0.915 2.630 1.511  0.0106
N: 1.217 -1.934 -1.499  0.1206
N: -0.114 -1.919 0.200  0.0523
N: -0.256 1.913 0.643  -0.0288
N: -0.480 0.694 0.954  0.0147
N: 0.124 -0.734 -0.264  0.1004
H: -2.319 1.873 3.253  0.1003
H: -1.561 -0.538 2.108  0.0960
H: 0.535 -3.773 -0.624  0.0990
H: 2.222 0.304 -2.505  0.0810
H: 0.630 0.780 -2.756  0.0873
H: 1.265 1.359 -1.315  0.0624



Molecular formula: C4H14N3
Method: DFT, ωB97M-V/def2-TZVPD

Computed properties:
HOMO: -12.426 eV
energy relative to the best compared isomer or geometry (same formula, charge and spin): 149.0 kJ/mol
spin multiplicity: 1
total charge: +1

Last column: Löwdin charge in e.
Cartesian coordinates (Å):
N: 1.653 -1.246 -0.124  0.1959
C: 2.147 -1.632 -1.246  -0.1733
N: 1.532 -1.639 -2.434  0.1931
H: 0.714 -0.764 -0.079  0.1085
H: 2.311 -1.252 0.699  0.1793
H: 3.183 -1.921 -1.254  0.1606
H: 1.996 -2.166 -3.163  0.1369
H: 0.633 -1.256 -2.685  0.1249
C: -0.775 1.709 2.521  -0.0859
C: -1.041 0.702 1.379  -0.3393
N: -1.019 1.260 0.043  -0.1397
C: -1.522 0.351 -0.972  -0.1616
H: -1.068 1.230 3.457  0.0715
H: -1.516 2.549 2.274  0.1042
H: 0.257 2.086 2.514  0.0696
H: -2.044 0.241 1.564  0.1302
H: -0.318 -0.110 1.528  0.0774
H: -0.076 1.534 -0.228  0.1038
H: -1.320 0.784 -1.974  0.0896
H: -1.084 -0.667 -0.955  0.0449
H: -2.641 0.208 -0.866  0.1093



Molecular formula: C12H11N5O9P2PtS2
Method: DFT, ωB97M-V/def2-TZVPD

Computed properties:
HOMO: -2.640 eV
energy relative to the best compared isomer or geometry (same formula, charge and spin): 13.8 kJ/mol
spin multiplicity: 1
total charge: -2

Last column: Löwdin charge in e.
Cartesian coordinates (Å):
Pt: 0.413 0.366 -0.112  1.1066
O: 1.799 -0.772 3.663  -0.1399
P: 0.633 -1.118 2.595  0.1876
O: -0.457 -1.866 3.238  -0.2942
O: 0.408 0.235 1.924  -0.4368
O: 1.360 -2.093 1.526  -0.2877
P: 2.552 -1.754 0.475  0.1795
O: 2.113 -2.685 -0.767  -0.1356
O: 3.862 -2.163 1.014  -0.3090
O: 2.350 -0.319 0.003  -0.4374
H: 1.906 -1.530 4.247  0.0641
H: 2.282 -3.608 -0.552  0.0648
O: -2.936 -3.774 -0.315  0.0453
C: -4.022 -3.041 -0.046  -0.2789
C: -5.248 -3.695 0.120  -0.0360
C: -6.395 -2.974 0.392  -0.1242
C: -6.345 -1.587 0.504  -0.1236
C: -5.130 -0.940 0.343  -0.0404
C: -3.961 -1.642 0.069  -0.0670
C: -2.636 -0.956 -0.118  -0.4401
O: -1.641 -1.663 -0.406  -0.0276
N: -2.693 0.363 0.031  0.0032
N: -1.509 1.043 -0.114  -0.2567
C: -1.670 2.311 -0.179  -0.9118
S: -0.340 3.446 -0.304  0.8877
C: -1.417 4.783 -0.894  -0.5428
C: -2.708 4.707 -0.104  -0.5567
S: -3.296 2.989 -0.147  0.9120
H: -2.189 -3.095 -0.388  0.0606
H: -5.264 -4.774 0.030  0.1032
H: -7.337 -3.496 0.518  0.0857
H: -7.243 -1.019 0.718  0.0817
H: -5.056 0.136 0.430  0.0941
H: -1.605 4.652 -1.960  0.0761
H: -0.894 5.727 -0.735  0.0685
H: -3.487 5.340 -0.532  0.0648
H: -2.536 5.004 0.932  0.0659
N: 0.492 0.617 -2.077  -0.0081
C: 0.296 0.691 -3.217  -0.3115
N: 0.149 0.708 -4.501  0.0405
C: 0.044 1.850 -5.146  -0.4597
N: -0.045 2.801 -5.809  0.0337



Molecular formula: C24H32N5O2OsPS
Method: DFT, ωB97M-V/def2-TZVPD

Computed properties:
HOMO (spin up / spin down): -13.375 / -13.746 eV
spin multiplicity: 5
total charge: +2

Last column: Löwdin charge in e.
Cartesian coordinates (Å):
Os: 2.016 0.083 -0.135  1.1926
O: 1.781 0.209 2.087  -0.2891
N: 2.014 1.405 2.630  -0.2019
C: 2.061 1.472 3.978  0.0033
C: 2.291 2.659 4.621  -0.0149
C: 2.481 3.815 3.866  -0.0197
C: 2.436 3.729 2.492  -0.0624
C: 2.200 2.506 1.867  -0.5973
S: 2.140 2.399 0.128  0.6941
H: 1.911 0.531 4.485  0.1460
H: 2.326 2.681 5.700  0.1264
H: 2.671 4.764 4.348  0.1284
H: 2.587 4.599 1.867  0.1202
N: 9.146 -1.244 -1.200  0.1962
C: 8.040 -1.013 -0.992  -0.1628
C: 6.662 -0.725 -0.730  -0.2038
C: 6.199 -0.697 0.588  -0.0049
C: 4.873 -0.403 0.848  -0.0847
C: 3.999 -0.144 -0.209  -0.3719
C: 4.472 -0.165 -1.529  -0.1205
C: 5.796 -0.463 -1.792  -0.0095
H: 6.883 -0.903 1.399  0.1316
H: 4.522 -0.388 1.872  0.1011
H: 3.813 0.075 -2.358  0.0947
H: 6.166 -0.480 -2.808  0.1312
O: 0.073 -0.556 -0.964  -0.4114
P: -1.417 -0.607 -0.842  0.5899
N: -2.046 -1.397 -2.169  -0.0614
C: -3.459 -1.678 -2.379  -0.1509
C: -3.543 -1.994 -3.872  -0.1271
C: -2.203 -2.689 -4.146  -0.1286
C: -1.216 -1.946 -3.246  -0.1226
N: -2.227 0.810 -0.764  -0.1976
C: -2.498 1.655 -1.942  -0.1593
C: -3.335 2.804 -1.361  -0.1278
C: -3.019 2.825 0.155  -0.1287
C: -1.979 1.718 0.369  -0.1681
N: -1.866 -1.486 0.481  -0.1159
C: -0.965 -2.075 1.479  -0.1438
C: -1.746 -1.863 2.773  -0.1384
C: -3.193 -2.145 2.348  -0.1274
C: -3.266 -1.662 0.889  -0.1506
H: -4.074 -0.838 -2.049  0.1322
H: -3.749 -2.560 -1.788  0.1394
H: -3.629 -1.071 -4.446  0.1250
H: -4.397 -2.625 -4.104  0.1307
H: -1.914 -2.635 -5.192  0.1297
H: -2.256 -3.740 -3.860  0.1276
H: -0.722 -1.115 -3.761  0.1496
H: -0.430 -2.586 -2.836  0.1414
H: -3.022 1.093 -2.716  0.1072
H: -1.564 2.038 -2.366  0.1300
H: -4.395 2.628 -1.530  0.1148
H: -3.076 3.744 -1.841  0.1190
H: -3.917 2.623 0.736  0.1142
H: -2.629 3.788 0.474  0.1181
H: -2.092 1.193 1.319  0.1160
H: -0.965 2.129 0.315  0.0947
H: 0.012 -1.596 1.462  0.0851
H: -0.840 -3.146 1.283  0.1442
H: -1.631 -0.832 3.111  0.1160
H: -1.406 -2.526 3.564  0.1278
H: -3.923 -1.635 2.971  0.1234
H: -3.397 -3.214 2.398  0.1231
H: -3.805 -0.720 0.767  0.1242
H: -3.758 -2.411 0.256  0.1139



Molecular formula: C4H5NOS2
Method: DFT, ωB97M-V/def2-TZVPD

Computed properties:
HOMO: -8.454 eV
energy relative to the best compared isomer or geometry (same formula, charge and spin): 225.0 kJ/mol
spin multiplicity: 1
structure (SMILES): CSn1ccc(=S)o1

Last column: Löwdin charge in e.
Cartesian coordinates (Å):
C: -1.421 -1.666 -0.266  -0.3679
S: 0.333 -1.957 -0.625  0.9229
N: 1.003 -0.425 -0.311  -0.4437
C: 1.045 0.186 0.926  -0.1145
C: 0.825 1.508 0.801  -0.0673
C: 0.556 1.766 -0.593  -0.8797
S: 0.220 3.138 -1.398  0.6729
O: 0.627 0.571 -1.241  -0.0946
H: -1.932 -2.620 -0.513  0.0473
H: -1.817 -0.890 -0.909  0.0376
H: -1.589 -1.415 0.769  0.0307
H: 1.278 -0.464 1.797  0.1449
H: 0.872 2.266 1.564  0.1114



Molecular formula: C8H16N2
Method: DFT, ωB97M-V/def2-TZVPD

Computed properties:
HOMO: -7.368 eV
energy relative to the best compared isomer or geometry (same formula, charge and spin): 545.0 kJ/mol
spin multiplicity: 1

Last column: Löwdin charge in e.
Cartesian coordinates (Å):
C: 0.278 2.081 2.039  -0.0671
C: 0.822 1.637 -1.381  -0.2117
C: 1.263 0.857 -0.458  0.0610
C: 1.627 1.926 -2.594  -0.0939
C: -1.659 -0.757 -0.586  -0.0202
C: 0.415 -2.096 0.423  -0.0534
C: -1.450 -1.335 1.928  -0.0692
C: -0.719 -1.042 0.664  -0.5699
N: -0.293 0.936 1.918  -0.0804
N: -0.050 0.252 0.903  -0.0813
H: 0.146 2.751 2.865  0.0353
H: 1.037 2.269 1.278  0.0299
H: -0.217 1.729 -1.306  0.0884
H: 2.316 0.572 -0.195  0.1110
H: 2.685 1.892 -2.548  0.0618
H: 1.331 1.262 -3.409  0.0824
H: 1.488 2.942 -2.997  0.0794
H: -2.419 -0.137 -0.238  0.0512
H: -1.157 -0.317 -1.461  0.0650
H: -2.172 -1.671 -0.911  0.0771
H: 0.957 -2.037 -0.517  0.0571
H: 0.005 -3.179 0.657  0.1134
H: 1.174 -1.892 1.255  0.0928
H: -0.577 -1.525 2.676  0.1264
H: -1.956 -0.570 2.434  0.0537
H: -2.129 -2.104 1.777  0.0609



So what do the calculations give for strongest force on any atom? Going down the list: 6.41; 2.49; 0.49; 1.85; 1.13; 5.37 eV/Å.